1.
A 2-piece molecular cluster, C5H14O overall, computed with ωB97M-V/def2-TZVPD.

Geometry (Å):
1 C 1.1153 1.5821 -1.0002
2 C -0.1081 1.5462 -0.0721
3 C -0.2423 2.8389 0.7318
4 H 1.2466 0.6056 -1.4667
5 H 2.0247 1.8383 -0.4598
6 H 0.9482 2.3048 -1.7999
7 H -1.0220 1.3902 -0.6473
8 H 0.0203 0.7081 0.6160
9 H 0.6530 2.9919 1.3414
10 H -0.2977 3.7006 0.0659
11 H -1.0947 2.7906 1.4075
12 C 0.4196 -2.5488 -0.5293
13 C -0.6524 -2.1839 0.4814
14 O -1.4032 -3.3475 0.8042
15 H 1.0235 -1.6758 -0.7592
16 H -0.0395 -2.9116 -1.4454
17 H 1.0660 -3.3049 -0.0860
18 H -0.1760 -1.7862 1.3861
19 H -1.3223 -1.4198 0.0769
20 H -2.1590 -3.1187 1.3546

## Properties
SMILES ... CCC.CCO
Orbital gap ... 11.20 eV
Molecular weight ... 90.17 g mol⁻¹
LUMO ... 0.90 eV



2.
A single C2H4OS2 molecule in a non-equilibrium geometry, computed with ωB97M-V/def2-TZVPD.

Geometry (Å):
1 C 0.5771 -0.8836 -0.1270
2 C -0.8521 -0.6614 0.0427
3 S -2.1246 -1.6287 -0.1669
4 S -1.1492 1.3047 -0.1129
5 O 0.2499 1.8336 0.6882
6 H 0.7158 -1.5860 -0.8906
7 H 1.0479 -1.1349 0.8147
8 H 1.0653 0.0611 -0.5045
9 H 0.4700 2.6950 0.2562

## Properties
SMILES ... CC(=S)SO
Orbital gap ... 8.31 eV
Molecular weight ... 108.19 g mol⁻¹
LUMO ... -0.54 eV



3.
A 3-piece molecular cluster, C18H41FN2O10S overall, computed with ωB97M-V/def2-TZVPD.

Geometry (Å):
1 C 7.6833 3.1376 0.4565
2 C 6.8143 4.0621 -0.3386
3 O 7.1962 4.6625 -1.2920
4 O 5.5005 4.0982 0.0273
5 C 5.2357 4.6775 1.3247
6 C 4.3798 3.7544 2.1693
7 C 3.1041 3.2809 1.4631
8 C 3.2105 2.1149 0.4872
9 N 2.9893 0.7744 1.1093
10 N 2.7913 -0.2436 0.0854
11 S 4.2691 0.3317 2.0673
12 O 5.5224 0.6070 1.4392
13 O 4.0372 0.7586 3.4021
14 F 4.1100 -1.2084 2.0457
15 H 8.7185 3.4050 0.2642
16 H 7.4864 2.1136 0.1424
17 H 7.4661 3.1769 1.5222
18 H 4.7457 5.6342 1.1457
19 H 6.1820 4.8562 1.8376
20 H 4.0787 4.3278 3.0495
21 H 4.9948 2.9381 2.5399
22 H 2.3344 3.0519 2.2007
23 H 2.7280 4.1301 0.8865
24 H 4.1362 2.1261 -0.0861
25 H 2.3849 2.1924 -0.2197
26 H 3.6557 -0.3722 -0.4410
27 H 2.1087 0.1443 -0.5537
28 C -4.6412 -2.9091 1.3212
29 O -3.4518 -3.1466 2.0363
30 C -3.2144 -4.5263 2.2570
31 C -1.7509 -4.7908 2.5276
32 O -0.9433 -4.7805 1.3621
33 C -0.6124 -3.5113 0.8231
34 C 0.4812 -2.7750 1.5588
35 O -0.0124 -2.1967 2.7548
36 C 1.0101 -1.9346 3.6886
37 H -5.5213 -3.2536 1.8773
38 H -4.7217 -1.8346 1.1666
39 H -4.6220 -3.4053 0.3431
40 H -3.5261 -5.1093 1.3816
41 H -3.8022 -4.8588 3.1242
42 H -1.6711 -5.8080 2.9169
43 H -1.3673 -4.1058 3.2864
44 H -1.5005 -2.8844 0.7235
45 H -0.2396 -3.7254 -0.1820
46 H 0.8749 -1.9816 0.9122
47 H 1.2988 -3.4718 1.7825
48 H 1.5612 -2.8515 3.9296
49 H 0.5385 -1.5602 4.5950
50 H 1.7141 -1.1794 3.3215
51 C -5.8764 2.9293 -4.1519
52 O -5.3093 1.8877 -3.3923
53 C -6.1377 0.7402 -3.3403
54 C -5.3372 -0.4920 -2.9899
55 O -4.5885 -1.0251 -4.0697
56 C -3.3885 -0.3600 -4.4270
57 C -2.2293 -0.6470 -3.5020
58 O -2.3450 0.0909 -2.2984
59 C -1.6434 -0.5006 -1.2314
60 H -6.8138 3.2857 -3.7086
61 H -5.1614 3.7492 -4.1686
62 H -6.0691 2.6086 -5.1824
63 H -6.6327 0.5834 -4.3064
64 H -6.9108 0.8887 -2.5731
65 H -6.0493 -1.2784 -2.7302
66 H -4.7054 -0.3063 -2.1185
67 H -3.5426 0.7161 -4.5311
68 H -3.1283 -0.7614 -5.4088
69 H -1.2933 -0.3681 -4.0068
70 H -2.2017 -1.7226 -3.2884
71 H -2.0014 -1.5179 -1.0390
72 H -1.8149 0.1043 -0.3430
73 H -0.5644 -0.5362 -1.4343

## Properties
SMILES ... CC(=O)OCCCCN(N)S(=O)(=O)F.COCCOCCOC.COCCOCCOC
Orbital gap ... 9.59 eV
Molecular weight ... 496.59 g mol⁻¹
LUMO ... 0.39 eV



Electronic energy (computed, eV): -7459.2534, -25854.8755, -56333.9584